The following is a quantum chemistry calculation of a molecular structure, C35H46GeKNO3SSi, from the Open Molecules 2025 dataset.

- HOMO-LUMO gap: 5.284 eV
- Strongest force on any atom: 0.034 Eh/bohr
- Net charge: -2
- HOMO: -1.28 eV
- E_LUMO: 4.00 eV

CARTESIAN COORDINATES (ANGSTROEM)
K (0.367, -0.725, 0.172)
C (3.082, -0.369, -1.334)
C (2.356, 0.451, -2.196)
C (1.344, -0.317, -2.771)
C (1.449, -1.617, -2.267)
C (2.522, -1.644, -1.375)
H (3.962, -0.079, -0.768)
H (2.562, 1.492, -2.416)
H (0.658, 0.026, -3.541)
H (0.849, -2.474, -2.566)
H (2.883, -2.511, -0.834)
O (-1.362, 1.939, -1.064)
C (-1.758, 1.423, 0.127)
O (-1.715, 0.208, 0.257)
C (-2.266, 2.388, 1.069)
C (-2.505, 3.690, 0.606)
C (-3.144, 4.634, 1.367)
C (-3.544, 4.304, 2.671)
C (-3.265, 3.068, 3.174)
C (-2.634, 2.050, 2.409)
S (-2.399, 0.562, 3.150)
H (-2.180, 3.929, -0.397)
H (-3.332, 5.622, 0.967)
H (-4.067, 5.041, 3.274)
H (-3.540, 2.809, 4.188)
C (3.884, -0.551, 3.406)
Si (2.022, -0.104, 3.157)
C (1.534, 0.679, 4.852)
C (2.041, 1.327, 1.903)
N (1.078, -1.335, 2.497)
C (0.433, -2.302, 3.145)
C (0.626, -2.619, 4.512)
C (-0.116, -3.568, 5.171)
C (-1.095, -4.289, 4.502)
C (-1.265, -4.062, 3.143)
C (-0.519, -3.116, 2.470)
O (-0.626, -3.037, 1.075)
C (-1.866, -3.054, 0.543)
C (-2.956, -2.411, 1.131)
C (-4.192, -2.443, 0.522)
C (-4.377, -3.121, -0.677)
C (-3.299, -3.766, -1.263)
C (-2.057, -3.742, -0.657)
H (4.457, 0.303, 3.756)
H (4.315, -0.876, 2.465)
H (4.005, -1.356, 4.125)
H (1.919, 1.688, 4.966)
H (1.890, 0.092, 5.697)
H (0.454, 0.727, 4.919)
H (2.730, 2.108, 2.221)
H (1.053, 1.771, 1.804)
H (2.364, 0.980, 0.927)
H (1.387, -2.064, 5.040)
H (0.064, -3.758, 6.224)
H (-1.700, -5.021, 5.021)
H (-1.996, -4.643, 2.592)
H (-2.801, -1.859, 2.045)
H (-5.024, -1.925, 0.980)
H (-5.349, -3.136, -1.159)
H (-3.428, -4.295, -2.200)
H (-1.215, -4.255, -1.102)
C (-3.637, 2.218, -5.766)
C (-4.634, 2.810, -4.779)
C (-4.935, 1.892, -3.591)
C (-3.917, 1.977, -2.456)
Ge (-2.039, 1.222, -2.552)
C (-2.193, -0.760, -2.707)
C (-2.621, -1.253, -4.083)
C (-1.493, -1.152, -5.102)
C (-1.904, -1.564, -6.512)
H (-3.433, 2.925, -6.570)
H (-4.036, 1.305, -6.207)
H (-2.703, 1.982, -5.262)
H (-5.570, 3.020, -5.309)
H (-4.244, 3.756, -4.396)
H (-5.036, 0.862, -3.946)
H (-5.906, 2.186, -3.174)
H (-4.334, 1.439, -1.599)
H (-3.826, 3.020, -2.141)
H (-1.120, 2.018, -3.477)
H (-2.945, -1.039, -1.967)
H (-1.258, -1.228, -2.406)
H (-3.478, -0.671, -4.434)
H (-2.939, -2.298, -3.995)
H (-0.667, -1.778, -4.767)
H (-1.141, -0.118, -5.123)
H (-2.308, -2.574, -6.523)
H (-1.044, -1.535, -7.180)
H (-2.660, -0.889, -6.910)

Mulliken population analysis, charges in e, atoms 1 to 5: atom 1 (K): 1.230, atom 2 (C): -0.210, atom 3 (C): -1.140, atom 4 (C): 0.516, atom 5 (C): -1.070